Model A:
ORCA calculation (the ωB97M-V functional and the def2-TZVPD basis) on 12 unconnected molecules or ions with the total composition H24O12.

```
! wB97M-V def2-TZVPD RIJCOSX def2/J DEFGRID3
* xyz 1 2
O 0.4854 0.1575 0.0738
H -0.2919 0.6109 0.4002
H 0.1637 -0.3795 -0.6503
O -0.3110 -1.4363 -3.2188
H -0.4915 -1.5527 -4.1517
H 0.3017 -2.1394 -3.0034
O 2.5738 -0.7958 -2.6019
H 2.3310 -0.2128 -3.3212
H 1.8647 -0.7005 -1.9659
O -0.1449 0.4949 3.4213
H -1.0870 0.5144 3.2528
H 0.2320 1.0539 2.7418
O -0.0698 -3.1934 -0.8331
H 0.3122 -3.4742 -0.0016
H -0.9352 -2.8581 -0.5986
O -0.4895 2.8586 -0.5964
H -1.3165 2.7874 -1.0731
H -0.7238 3.2847 0.2282
O -2.4291 -1.2563 -1.6729
H -3.1475 -0.9761 -2.2401
H -1.6381 -1.0782 -2.1816
O -2.5437 0.6125 1.8724
H -2.7043 1.2994 2.5194
H -2.9078 0.9599 1.0581
O 2.2521 -1.1646 2.6748
H 1.9690 -0.3103 2.3489
H 1.9966 -1.1662 3.5973
O -2.4571 -2.0662 1.3900
H -2.3764 -1.1200 1.5102
H -2.6520 -2.1741 0.4591
O 2.1978 2.8925 -1.2868
H 1.3053 2.6623 -1.0285
H 2.6129 3.1897 -0.4771
O 2.9151 1.3806 1.3962
H 2.8201 2.3214 1.2471
H 2.3839 0.9742 0.7115
*
```

Properties
Expectation value of S² ... 0.755
LUMO energy (alpha / beta) ... -3.6464 / -10.9754 eV


Model B:
ORCA calculation (the ωB97M-V functional and the def2-TZVPD basis) on 12 unconnected molecules or ions with the total composition H24O12.

```
! wB97M-V def2-TZVPD RIJCOSX def2/J DEFGRID3
* xyz 1 2
O -2.2432 -1.3194 1.7874
H -2.7085 -1.9400 2.3483
H -1.4894 -1.0432 2.3088
O -3.5422 0.0817 -0.1555
H -2.8666 -0.3349 0.3794
H -4.0969 -0.6416 -0.4478
O 1.2797 2.7048 1.9974
H 0.8134 1.8721 2.0711
H 2.1837 2.4953 2.2324
O 0.1663 0.1103 -0.0085
H 1.0212 -0.2140 0.2747
H -0.3032 0.2919 0.8057
O -2.8078 2.6814 1.2704
H -2.8506 1.7335 1.1444
H -3.6727 2.9183 1.6053
O 3.0915 -2.2231 -1.0351
H 3.9950 -2.5034 -0.8889
H 2.6039 -2.5907 -0.2980
O -0.2734 -0.9203 -3.1764
H -0.7116 -0.2715 -2.6257
H 0.6431 -0.8881 -2.9022
O 2.4206 -0.5430 1.1827
H 3.0232 -0.1499 0.5514
H 2.6811 -0.1724 2.0260
O 2.4684 -0.0118 -2.7870
H 2.3810 -0.6220 -2.0547
H 3.2917 -0.2588 -3.2083
O -0.8868 0.8956 2.6610
H -1.2903 1.7432 2.4735
H -1.1620 0.6913 3.5547
O -1.0533 -2.5582 -1.1189
H -0.6277 -2.3896 -1.9596
H -1.0485 -1.7111 -0.6733
O 0.6598 2.0000 -2.2413
H 1.1627 1.2919 -2.6437
H -0.2517 1.7957 -2.4499
*
```

Properties
Expectation value of S² ... 0.758
LUMO energy (alpha / beta) ... -3.1672 / -10.1870 eV


Quick ranking, most stable first: model B, model A.


Model A:
ORCA calculation (the ωB97M-V functional and the def2-TZVPD basis) on C3H3ClIN in the gas phase.

```
! wB97M-V def2-TZVPD RIJCOSX def2/J DEFGRID3
* xyz 0 1
N 0.9440 3.1020 0.2687
C 0.8465 2.0585 -0.1668
C 0.7259 0.6904 -0.7474
Cl 2.2946 -0.1862 -0.5228
C -0.3679 -0.1404 0.3755
I -2.3935 0.4392 -0.0293
H 0.4448 0.8144 -1.7863
H -0.0538 -1.1652 0.2952
H -0.2742 0.2962 1.3373
*
```

Properties
LUMO energy ... 0.0866 eV


Model B:
ORCA calculation (the ωB97M-V functional and the def2-TZVPD basis) on 2 unconnected molecules or ions with the total composition C3H3ClIN.

```
! wB97M-V def2-TZVPD RIJCOSX def2/J DEFGRID3
* xyz 0 1
C 1.0429 -1.1510 -0.1667
C -0.2541 1.0289 -0.1681
C 0.1107 -0.3246 0.4945
N 1.9308 -1.7985 -0.5909
Cl 0.0799 -0.2373 2.2936
I -0.3424 0.7513 -2.2552
H -1.2715 1.1400 0.2671
H 0.2660 1.8824 0.1344
H -1.5623 -1.2911 -0.0088
*
```

Properties
LUMO energy (alpha / beta) ... -1.6264 / -1.3388 eV


Model C:
ORCA calculation (the ωB97M-V functional and the def2-TZVPD basis) on 2 unconnected molecules or ions with the total composition C3H3ClIN.

```
! wB97M-V def2-TZVPD RIJCOSX def2/J DEFGRID3
* xyz 0 1
C 0.3518 -1.4518 0.2063
C -0.4038 0.7742 -0.5558
C 0.6455 -0.0678 0.3448
N -0.1385 -2.4912 -0.0771
Cl 2.3356 0.2284 0.1227
I -2.3860 0.5369 0.1521
H -0.1871 1.7466 -0.3224
H -0.4737 0.3414 -1.5976
H 0.2561 0.3834 1.7272
*
```

Properties
LUMO energy ... -0.1799 eV


Quick ranking, most stable first: model A, model C, model B.


Model A:
ORCA calculation (the ωB97M-V functional and the def2-TZVPD basis) on CH2Cl2N2 in the gas phase.

```
! wB97M-V def2-TZVPD RIJCOSX def2/J DEFGRID3
* xyz 0 1
N 0.5088 -0.3877 1.0486
C 0.1103 -0.0247 -0.2100
Cl 0.2634 -1.2875 -1.4470
N -0.4620 1.0868 -0.3925
Cl -0.7699 1.6459 -1.9220
H 0.0403 0.3871 1.5777
H 0.3091 -1.4200 1.3452
*
```

Properties
LUMO energy ... 0.6479 eV


Model B:
ORCA calculation (the ωB97M-V functional and the def2-TZVPD basis) on 2 unconnected molecules or ions with the total composition CH2Cl2N2.

```
! wB97M-V def2-TZVPD RIJCOSX def2/J DEFGRID3
* xyz 0 1
C 0.2728 0.1728 0.3796
N -0.6502 0.4684 -0.3180
N 0.8924 -2.0043 -0.8407
Cl 0.4768 -3.1593 0.3552
Cl -0.2546 -1.8263 -2.0307
H 0.7659 0.4291 1.2793
H -0.8924 -0.0993 -1.1668
*
```

Properties
LUMO energy (alpha / beta) ... -0.4148 / -0.9516 eV


Quick ranking, most stable first: model A, model B.


Model A:
ORCA calculation (the ωB97M-V functional and the def2-TZVPD basis) on 2 unconnected molecules or ions with the total composition CH2Cl2N2.

```
! wB97M-V def2-TZVPD RIJCOSX def2/J DEFGRID3
* xyz 0 1
C 0.4916 -0.5374 -0.0677
N 0.5181 0.3179 -0.9073
N -1.4745 0.0099 0.7544
Cl 1.1870 -1.7837 0.7849
Cl 1.6901 0.7384 -2.0820
H -1.3545 0.8052 -0.0274
H -1.0577 0.4496 1.5451
*
```

Properties
LUMO energy (alpha / beta) ... -0.6670 / -0.7993 eV


Model B:
ORCA calculation (the ωB97M-V functional and the def2-TZVPD basis) on 2 unconnected molecules or ions with the total composition CH2Cl2N2.

```
! wB97M-V def2-TZVPD RIJCOSX def2/J DEFGRID3
* xyz 0 1
N -0.6194 -1.2008 -0.2138
C 0.4382 -0.6070 -0.1902
N 1.3627 0.0826 0.1648
Cl 3.0235 -0.1765 0.2149
H -1.2425 -1.3165 -0.9268
Cl -2.0481 1.8600 0.3119
H -0.9145 1.3582 0.6391
*
```

Properties
LUMO energy ... 0.1046 eV


Quick ranking, most stable first: model B, model A.


Model A:
ORCA calculation (the ωB97M-V functional and the def2-TZVPD basis) on C2HFN2O in the gas phase.

```
! wB97M-V def2-TZVPD RIJCOSX def2/J DEFGRID3
* xyz 0 1
C 0.8013 0.4917 -0.4160
C -0.5195 -0.6804 0.9549
N 0.5981 -0.2440 0.7119
N -1.3152 0.1186 -1.3054
O -0.1762 0.6505 -1.3161
F -1.0183 -1.5753 1.7743
H 1.6297 1.2389 -0.4035
*
```

Properties
LUMO energy (alpha / beta) ... -1.0604 / -1.0005 eV


Model B:
ORCA calculation (the ωB97M-V functional and the def2-TZVPD basis) on C2HFN2O in the gas phase.

```
! wB97M-V def2-TZVPD RIJCOSX def2/J DEFGRID3
* xyz 0 1
F 1.9140 0.0484 0.0883
C 0.6554 0.1086 -0.0933
N -0.1656 1.1176 -0.0545
C -1.3438 0.5678 -0.0018
N -1.3384 -0.7258 0.0782
O -0.0268 -1.0324 -0.0761
H -2.3529 1.0229 0.2191
*
```

Properties
LUMO energy ... 0.7841 eV


Quick ranking, most stable first: model B, model A.


Model A:
ORCA calculation (the ωB97M-V functional and the def2-TZVPD basis) on a gas-phase ion, C3H8NOS (charge -1).

```
! wB97M-V def2-TZVPD RIJCOSX def2/J DEFGRID3
* xyz -1 1
O -2.0170 1.4039 -0.7990
C -1.8626 0.1610 -0.3346
N -0.6797 -0.5774 -0.9114
C 0.5966 -0.0376 -0.4525
C 0.8699 -0.4261 0.9914
S 2.5510 0.0608 1.5180
H -1.7142 0.1109 0.7712
H -2.7150 -0.5171 -0.5651
H -0.7310 -0.3478 -1.9014
H 1.3785 -0.4851 -1.0739
H 0.6374 1.0526 -0.5707
H 0.1731 0.0781 1.6468
H 0.7911 -1.5046 1.0688
H 2.7221 1.0285 0.6124
*
```

Properties
LUMO energy ... 3.1647 eV


Model B:
ORCA calculation (the ωB97M-V functional and the def2-TZVPD basis) on a gas-phase ion, C3H8NOS (charge -1).

```
! wB97M-V def2-TZVPD RIJCOSX def2/J DEFGRID3
* xyz -1 1
C 0.0615 0.9481 -1.5210
N -1.1501 0.9814 -0.6179
O -2.1096 0.4644 -1.3118
C -0.6286 0.2201 0.7730
C 0.0275 -1.1133 0.6807
S 0.9962 -1.7548 2.4287
H 0.1495 1.9825 -1.8914
H 0.9539 0.6345 -1.0731
H -0.2506 0.4009 -2.3708
H 0.1663 0.9861 1.0165
H -1.5663 0.2590 1.3571
H -0.6083 -1.9749 0.6303
H 0.8283 -1.0847 0.0234
H 1.8574 -0.8006 2.5082
*
```

Properties
LUMO energy ... 3.2873 eV


Quick ranking, most stable first: model A, model B.


Model A:
ORCA calculation (the ωB97M-V functional and the def2-TZVPD basis) on C16H25N3O4S in the gas phase.

```
! wB97M-V def2-TZVPD RIJCOSX def2/J DEFGRID3
* xyz 0 1
C -5.4128 -0.9460 -0.0922
C -3.9293 -0.8906 0.2649
C -3.3172 -2.2859 0.3594
N -3.1765 -0.0975 -0.6927
S -3.2337 1.5738 -0.5510
O -4.1331 1.9441 0.5040
O -3.4356 2.1080 -1.8670
C -1.5616 1.9054 -0.0319
C -1.2449 1.8550 1.3137
C 0.0612 2.0459 1.7104
C 1.0580 2.2892 0.7583
O 2.3144 2.4199 1.2583
C 3.3967 2.6175 0.3709
C 3.6106 1.5307 -0.6938
O 3.8226 1.8626 -1.8474
N 3.5923 0.2455 -0.3039
C 3.3495 -0.2863 1.0161
C 2.0378 -1.0757 1.0197
N 2.1020 -2.1357 0.0300
C 0.9212 -2.9698 0.0629
C 2.3247 -1.5731 -1.2906
C 3.6430 -0.8030 -1.3031
C 0.7227 2.3633 -0.5923
C -0.5923 2.1635 -0.9785
H -5.9621 -1.5125 0.6554
H -5.8110 0.0647 -0.1310
H -5.5513 -1.4199 -1.0627
H -3.8133 -0.3706 1.2200
H -2.2638 -2.2187 0.6178
H -3.8295 -2.8658 1.1219
H -3.4093 -2.8027 -0.5932
H -3.3475 -0.3659 -1.6504
H -2.0303 1.6771 2.0302
H 0.3445 2.0090 2.7504
H 4.2827 2.6742 1.0109
H 3.2940 3.5683 -0.1661
H 4.1703 -0.9714 1.2578
H 3.3131 0.5050 1.7608
H 1.1935 -0.3890 0.8251
H 1.8940 -1.5278 2.0037
H 0.8133 -3.3958 1.0592
H 1.0408 -3.7822 -0.6519
H 0.0039 -2.4131 -0.1862
H 1.5033 -0.8942 -1.5856
H 2.3753 -2.3908 -2.0123
H 4.4669 -1.4815 -1.0635
H 3.8159 -0.3404 -2.2752
H 1.4678 2.5678 -1.3435
H -0.8810 2.2159 -2.0159
*
```

Properties
LUMO energy ... 0.6633 eV


Model B:
ORCA calculation (the ωB97M-V functional and the def2-TZVPD basis) on C16H25N3O4S in the gas phase.

```
! wB97M-V def2-TZVPD RIJCOSX def2/J DEFGRID3
* xyz 0 1
C 2.4605 4.1424 1.3627
C 2.0024 2.9999 0.4640
C 3.0129 1.8428 0.3702
N 3.2810 1.0623 1.5645
C 4.2748 1.5968 2.4795
C 5.2174 0.4869 2.9602
C 5.9847 -0.1263 1.7967
C 2.1098 0.5478 2.2445
C 1.3743 -0.5050 1.4074
N 0.1621 -0.9791 2.0389
S -1.1894 -0.0142 1.8338
O -0.8473 1.3752 1.7155
O -2.1241 -0.4106 2.8431
C -1.7309 -0.6061 0.2375
C -2.3599 -1.8377 0.1849
C -2.7682 -2.3778 -1.0249
C -2.5094 -1.6330 -2.1632
C -1.8700 -0.3837 -2.0917
C -1.4690 0.1567 -0.8901
O -1.7449 0.1242 -3.3499
C -2.2913 -0.7711 -4.2216
O -2.3441 -0.6327 -5.4080
N -2.7611 -1.8494 -3.4960
C -3.4056 -2.9869 -4.0916
H 1.7531 4.9670 1.3077
H 2.5232 3.8234 2.3995
H 3.4382 4.5088 1.0540
H 1.0375 2.6279 0.8122
H 1.8604 3.3823 -0.5500
H 2.6592 1.1472 -0.3997
H 3.9726 2.2359 0.0249
H 3.8140 2.0831 3.3529
H 4.8694 2.3482 1.9575
H 4.6400 -0.2919 3.4612
H 5.9134 0.9074 3.6889
H 6.6349 0.6143 1.3364
H 5.2832 -0.4822 1.0471
H 6.5966 -0.9597 2.1337
H 1.3899 1.3348 2.5163
H 2.4438 0.0688 3.1694
H 2.0319 -1.3575 1.2153
H 1.0633 -0.0834 0.4518
H 0.2763 -1.2482 3.0045
H -2.5332 -2.3552 1.1139
H -3.2646 -3.3326 -1.0780
H -0.9956 1.1202 -0.8070
H -4.4229 -3.0905 -3.7110
H -2.8440 -3.8976 -3.8777
H -3.4333 -2.8187 -5.1673
*
```

Properties
LUMO energy ... 0.4924 eV


Quick ranking, most stable first: model B, model A.


Model A:
ORCA calculation (the ωB97M-V functional and the def2-TZVPD basis) on a molecular structure, C4H4ClNO.

```
! wB97M-V def2-TZVPD RIJCOSX def2/J DEFGRID3
* xyz 0 1
C -0.1361 -0.0527 0.8629
C 0.1914 -1.1707 -0.0589
C 0.4654 0.7731 -0.2854
C -0.5132 1.6245 -0.9416
H -1.3454 0.1672 0.7895
H -0.7239 -1.8465 -0.3886
H 0.9094 -1.9446 0.1912
H 1.3928 1.1980 -0.1086
N -1.5509 1.8930 -1.6978
O 0.7344 -0.4201 -1.0736
Cl 0.5761 -0.2213 2.7110
*
```

Properties
LUMO energy ... -0.2110 eV


Model B:
ORCA calculation (the ωB97M-V functional and the def2-TZVPD basis) on C4H4ClNO in the gas phase.

```
! wB97M-V def2-TZVPD RIJCOSX def2/J DEFGRID3
* xyz 0 1
O -0.6649 -2.1497 -0.8628
C -0.5047 -1.0232 -0.4075
N -1.1936 -0.2041 0.4381
C -0.6117 1.0608 0.6374
C 0.6908 1.0108 0.2688
C 0.9122 -0.3903 -0.3752
Cl 1.7760 -0.5933 -1.9613
H -2.2277 -0.3869 0.3782
H -1.1166 1.8267 1.2630
H 1.4791 1.9208 0.2028
H 1.4610 -1.0716 0.4185
*
```

Properties
LUMO energy ... 0.5528 eV


Model C:
ORCA calculation (the ωB97M-V functional and the def2-TZVPD basis) on C4H4ClNO in the gas phase.

```
! wB97M-V def2-TZVPD RIJCOSX def2/J DEFGRID3
* xyz 0 1
C 0.0505 -1.6256 1.0751
O -0.6680 -0.3328 1.1821
C -0.4755 0.7503 0.3177
C 0.2675 0.7545 -0.8795
Cl 1.2323 -0.3103 -1.7217
C 0.0151 1.8851 -1.7441
N -0.2273 2.8353 -2.3748
H -0.2939 -2.1694 1.9641
H -0.1026 -2.1353 0.1252
H 1.0167 -1.3554 1.2791
H -0.8148 1.7036 0.7768
*
```

Properties
LUMO energy ... 0.3240 eV


Quick ranking, most stable first: model B, model C, model A.